Density functional theory data (the ωB97M-V functional and the def2-TZVPD basis) for a single C3H6N2O2 molecule at a distorted geometry.

```
13
Properties=species:S:1:pos:R:3:lowdin_charge:R:1
H 1.64704 0.67108 -2.29117 0.054
N 1.09694 0.33827 -1.50733 0.098
C 1.81245 0.32662 -0.45897 -0.310
O 1.38236 -0.05863 0.73047 -0.042
C 0.16037 -0.73318 0.85401 -0.138
C -1.07447 -0.18772 0.59992 -0.446
N -1.43598 0.78519 -0.25031 0.176
O -2.03927 -0.76308 1.34990 0.059
H 2.85649 0.63651 -0.37785 0.134
H 0.23143 -1.80676 0.70222 0.121
H -2.39920 1.07811 -0.30293 0.113
H -0.82017 0.85969 -1.05772 0.072
H -1.41801 -1.14610 2.00976 0.109
```

Summary:
Structure (SMILES): [H]/N=C/O/C=C(\N)O
Energy above the lowest of the compared OMol25 structures with the same formula, charge and spin (kcal/mol): 72.8
Highest occupied orbital energy (eV): -7.8
HOMO-LUMO gap (eV): 8.713